{"formula": "C19H16BF5IrN2O3", "method": "ωB97M-V/def2-TZVPD", "symbols": ["Ir", "C", "C", "C", "C", "C", "C", "C", "F", "C", "C", "C", "O", "C", "C", "N", "C", "C", "O", "O", "H", "H", "H", "H", "H", "H", "H", "H", "H", "H", "H", "F", "B", "F", "F", "F", "C", "C", "C", "N", "C", "C", "H", "H", "H", "H", "H"], "coordinates": [[0.069, -0.315, -0.148], [-1.614, 3.603, 6.309], [-1.791, 4.273, 4.945], [-3.070, 5.101, 4.853], [-4.298, 4.203, 4.954], [-4.222, 3.100, 3.950], [-5.361, 2.459, 3.508], [-5.279, 1.455, 2.548], [-6.388, 0.830, 2.169], [-4.077, 1.109, 1.968], [-2.910, 1.735, 2.402], [-1.649, 1.383, 1.751], [-1.687, 0.668, 0.720], [-0.497, 1.938, 2.373], [-0.629, 2.839, 3.403], [-1.795, 3.263, 3.884], [-2.962, 2.709, 3.430], [0.947, 1.665, 1.911], [1.829, 1.886, 2.703], [1.054, 1.339, 0.686], [-1.648, 4.362, 7.088], [-0.652, 3.098, 6.370], [-2.399, 2.875, 6.495], [-0.931, 4.926, 4.765], [-3.081, 5.640, 3.902], [-3.077, 5.842, 5.651], [-5.203, 4.791, 4.794], [-4.376, 3.783, 5.960], [-6.331, 2.711, 3.904], [-4.028, 0.363, 1.192], [0.279, 3.239, 3.835], [0.238, -1.290, 1.744], [0.712, -2.642, 2.819], [1.989, -2.366, 3.006], [-0.128, -2.422, 3.815], [0.436, -3.640, 1.977], [0.846, -3.532, -3.712], [0.593, -2.222, -4.089], [0.428, -1.264, -3.105], [0.500, -1.562, -1.805], [0.781, -2.817, -1.435], [0.960, -3.828, -2.362], [0.960, -4.307, -4.455], [0.526, -1.941, -5.129], [0.230, -0.232, -3.361], [0.862, -3.024, -0.373], [1.187, -4.824, -2.019]], "lowdin_charge": [1.606, -0.011, -0.297, -0.122, -0.124, -0.116, 0.078, -0.248, 0.103, 0.080, -0.036, -0.277, -0.085, -0.011, 0.059, 0.028, -0.058, -0.592, 0.144, -0.105, 0.095, 0.089, 0.087, 0.155, 0.132, 0.128, 0.130, 0.127, 0.141, 0.134, 0.160, -0.229, -1.121, 0.252, 0.252, 0.208, -0.003, -0.013, -0.099, -0.152, -0.101, -0.002, 0.129, 0.125, 0.126, 0.106, 0.127], "homo_ev": [-11.62, -11.62], "orbital_gap_ev": [5.1501, 5.1643], "charge": 1, "e_tot_ev": -46184.8463}